[1]
Entry from the OMol25 dataset: C42H37As2IrN2Se as an isolated structure (ωB97M-V with the def2-TZVPD basis set).

ORCA input file:
```
! wB97M-V def2-TZVPD RIJCOSX def2/J DEFGRID3
* xyz 3 2
Ir -0.634 0.566 -0.140
C 3.540 0.785 -1.362
C 4.212 0.655 -0.157
C 3.480 0.478 1.007
C 2.097 0.463 0.941
N 1.454 0.635 -0.229
C 2.159 0.764 -1.358
C 1.215 0.191 2.086
C 1.681 0.029 3.381
C 0.796 -0.280 4.400
C -0.545 -0.429 4.089
C -0.955 -0.246 2.783
N -0.103 0.063 1.794
H 4.072 0.890 -2.297
H 5.293 0.668 -0.123
H 3.990 0.339 1.948
H 1.590 0.841 -2.271
H 2.733 0.144 3.594
H 1.150 -0.406 5.414
H -1.279 -0.683 4.841
H -1.991 -0.376 2.515
C -3.002 3.195 0.667
C -3.669 1.906 1.144
As -3.144 0.327 0.146
C -4.334 0.263 -1.373
C -4.899 -0.955 -1.742
C -5.812 -1.001 -2.787
C -6.172 0.161 -3.452
C -5.614 1.378 -3.082
C -4.694 1.432 -2.048
C -3.715 -1.153 1.230
C -4.666 -0.965 2.231
C -5.086 -2.048 2.991
C -4.564 -3.312 2.753
C -3.622 -3.501 1.750
C -3.194 -2.423 0.990
As -1.121 2.865 0.235
C -0.065 4.225 1.021
C -0.220 5.529 0.543
C 0.455 6.563 1.170
C 1.265 6.299 2.269
C 1.407 5.004 2.747
C 0.737 3.960 2.126
C -0.741 2.680 -1.636
C 0.376 3.324 -2.196
C 0.801 2.993 -3.464
C 0.209 1.934 -4.176
C -0.831 1.239 -3.612
C -1.339 1.601 -2.342
H -2.988 3.935 1.467
H -3.475 3.656 -0.198
H -4.755 1.996 1.130
H -3.360 1.706 2.173
H -4.651 -1.865 -1.213
H -6.253 -1.947 -3.069
H -6.894 0.121 -4.257
H -5.901 2.286 -3.596
H -4.270 2.392 -1.779
H -5.101 0.008 2.423
H -5.831 -1.904 3.762
H -4.901 -4.154 3.343
H -3.228 -4.489 1.554
H -2.467 -2.582 0.203
H -0.858 5.741 -0.308
H 0.345 7.576 0.808
H 1.785 7.112 2.757
H 2.032 4.809 3.608
H 0.841 2.949 2.507
H 0.876 4.117 -1.656
H 1.609 3.555 -3.917
H 0.555 1.694 -5.172
H -1.334 0.455 -4.165
H -2.339 1.262 -2.131
Se -0.422 -1.555 -1.530
C 0.212 -3.051 -0.638
C 0.521 -4.161 -1.452
C 0.990 -5.322 -0.874
C 1.147 -5.392 0.508
C 0.832 -4.298 1.321
C 0.370 -3.132 0.758
H 0.390 -4.097 -2.525
H 1.231 -6.175 -1.493
H 1.512 -6.305 0.959
H 0.949 -4.376 2.394
H 0.103 -2.289 1.378
*
```

As for the electronic energy: -8708.6330 hartree. The value obtained for the gap between HOMO and LUMO (spin up / spin down) is 7.67 / 6.16 eV. The LUMO energy (spin up / spin down) comes out at -8.679 / -10.325 eV. The relative energy (zero: lowest compared OMol25 entry of this formula, charge and spin) comes out at 0.0 kcal/mol.



[2]
Entry from the OMol25 dataset: C42H37BeGeN3O2 as an isolated structure (ωB97M-V with the def2-TZVPD basis set).

ORCA input file:
```
! wB97M-V def2-TZVPD RIJCOSX def2/J DEFGRID3
* xyz 1 2
Be 0.281 1.328 -0.635
N -0.359 1.568 -2.300
C -0.857 2.928 -2.320
C -1.627 3.501 -3.284
C -2.024 4.853 -3.139
C -1.641 5.594 -2.057
C -0.850 5.011 -1.037
C -0.397 5.668 0.131
C 0.349 4.986 1.055
C 0.630 3.623 0.847
N 0.223 2.991 -0.233
C -0.484 3.669 -1.181
H 0.469 1.479 -2.890
H -1.044 0.897 -2.644
H -1.928 2.939 -4.159
H -2.635 5.301 -3.909
H -1.942 6.629 -1.966
H -0.646 6.709 0.286
H 0.712 5.467 1.951
H 1.181 3.038 1.572
C 1.167 -5.638 2.304
C 1.535 -4.682 1.201
C 0.717 -4.570 0.083
C 1.053 -3.704 -0.948
C 2.220 -2.966 -0.881
C 3.048 -3.071 0.237
N 4.276 -2.382 0.283
C 4.586 -1.259 -0.469
C 5.825 -1.185 -1.115
C 6.158 -0.102 -1.903
C 5.243 0.927 -2.105
C 4.019 0.862 -1.468
C 3.688 -0.195 -0.623
C 2.450 -0.100 0.199
O 2.368 -0.461 1.346
O 1.433 0.457 -0.443
C 2.697 -3.908 1.301
C 3.552 -3.988 2.533
H 0.248 -6.170 2.064
H 1.020 -5.123 3.255
H 1.953 -6.377 2.468
H -0.178 -5.174 0.016
H 0.420 -3.633 -1.823
H 2.511 -2.331 -1.706
H 5.064 -2.910 0.618
H 6.516 -2.011 -1.004
H 7.124 -0.074 -2.387
H 5.490 1.767 -2.739
H 3.309 1.672 -1.581
H 4.232 -3.142 2.602
H 4.139 -4.909 2.566
H 2.934 -3.975 3.431
C -3.121 -2.853 -2.906
C -1.790 -2.478 -2.809
C -1.403 -1.543 -1.858
C -2.340 -0.974 -0.998
C -3.676 -1.369 -1.098
C -4.062 -2.304 -2.047
Ge -1.827 0.296 0.388
C -1.530 -0.502 2.111
C -0.616 -1.552 2.218
C -0.392 -2.154 3.445
C -1.067 -1.709 4.573
C -1.971 -0.661 4.478
C -2.196 -0.052 3.253
C -2.931 1.894 0.406
C -2.779 2.844 1.419
C -3.527 4.011 1.415
C -4.427 4.254 0.386
C -4.576 3.329 -0.636
C -3.831 2.159 -0.628
H -3.426 -3.582 -3.646
H -1.052 -2.920 -3.465
H -0.349 -1.292 -1.761
H -4.422 -0.957 -0.428
H -5.098 -2.608 -2.112
H -0.069 -1.906 1.350
H 0.316 -2.967 3.518
H -0.887 -2.181 5.530
H -2.505 -0.322 5.356
H -2.921 0.751 3.187
H -2.079 2.668 2.228
H -3.414 4.728 2.217
H -5.016 5.162 0.385
H -5.280 3.515 -1.436
H -3.960 1.443 -1.432
*
```

As for the electronic energy: -4029.0464 hartree. The value obtained for the gap between HOMO and LUMO (spin up / spin down) is 5.84 / 5.10 eV. The LUMO energy (spin up / spin down) comes out at -3.658 / -4.404 eV. The relative energy (zero: lowest compared OMol25 entry of this formula, charge and spin) comes out at 3.5 kcal/mol.



[3]
Entry from the OMol25 dataset: C42H37Br3MnN3O3P as an isolated structure (ωB97M-V with the def2-TZVPD basis set).

ORCA input file:
```
! wB97M-V def2-TZVPD RIJCOSX def2/J DEFGRID3
* xyz 0 2
Mn 0.080 -0.242 0.123
O 0.863 -0.925 3.000
N -0.322 -0.630 2.380
C -1.271 -0.847 3.195
C -2.688 -0.648 2.981
C -3.470 -0.745 4.146
C -4.820 -0.488 4.152
C -5.448 -0.127 2.965
C -4.710 -0.082 1.801
C -3.336 -0.342 1.766
P -2.520 -0.427 0.124
C -3.274 1.021 -0.729
C -3.401 1.018 -2.121
C -3.815 2.151 -2.800
C -4.116 3.314 -2.103
C -3.996 3.333 -0.722
C -3.567 2.202 -0.041
C -3.467 -1.801 -0.667
C -4.783 -1.661 -1.115
C -5.448 -2.728 -1.696
C -4.811 -3.952 -1.849
C -3.505 -4.103 -1.412
C -2.841 -3.038 -0.822
H 1.501 -0.952 2.271
H -0.975 -1.179 4.190
H -2.974 -1.023 5.068
H -5.389 -0.561 5.069
H -6.505 0.102 2.950
H -5.218 0.176 0.883
H -3.196 0.112 -2.673
H -3.908 2.124 -3.878
H -4.447 4.197 -2.634
H -4.242 4.231 -0.169
H -3.477 2.228 1.038
H -5.294 -0.711 -1.041
H -6.467 -2.599 -2.037
H -5.330 -4.779 -2.317
H -2.991 -5.047 -1.536
H -1.817 -3.158 -0.493
C -0.931 3.279 1.945
C 0.545 3.018 2.032
C 1.363 3.832 2.841
C 2.713 3.630 2.879
C 3.285 2.617 2.084
C 4.664 2.336 1.990
Br 5.921 3.358 2.991
C 5.131 1.349 1.164
C 4.239 0.585 0.414
Br 4.885 -0.780 -0.734
C 2.853 0.761 0.467
O 2.039 0.042 -0.221
C 2.384 1.828 1.322
N 1.048 2.034 1.319
H -1.236 4.043 2.659
H -1.492 2.367 2.136
H -1.188 3.622 0.940
H 0.910 4.621 3.427
H 3.348 4.248 3.500
H 6.193 1.159 1.090
Br -2.226 -2.111 -5.427
C -0.903 -1.122 -4.493
C 0.040 -0.373 -5.174
C 0.964 0.325 -4.411
C 0.886 0.260 -3.030
N -0.044 -0.444 -2.384
C -0.907 -1.144 -3.110
H 0.062 -0.356 -6.255
H 1.735 0.917 -4.885
H 1.609 0.767 -2.402
H -1.620 -1.757 -2.576
C -0.094 4.321 -0.892
C 0.255 2.949 -1.441
O -0.442 1.911 -0.759
H 0.465 5.094 -1.420
H 0.155 4.379 0.168
H -1.162 4.516 -1.018
H 1.318 2.743 -1.305
H 0.028 2.903 -2.513
H -1.379 2.129 -0.747
C 0.929 -5.059 -0.273
C 1.514 -4.131 -1.123
C 1.302 -2.770 -0.933
C 0.482 -2.276 0.091
C -0.063 -3.239 0.952
C 0.153 -4.605 0.780
H 1.090 -6.121 -0.419
H 2.146 -4.467 -1.939
H 1.803 -2.080 -1.600
H -0.700 -2.939 1.776
H -0.303 -5.310 1.468
*
```

As for the electronic energy: -11226.9762 hartree. The value obtained for the gap between HOMO and LUMO (spin up / spin down) is 6.62 / 6.58 eV. The LUMO energy (spin up / spin down) comes out at -0.292 / -0.299 eV. The relative energy (zero: lowest compared OMol25 entry of this formula, charge and spin) comes out at 45.5 kcal/mol.



Please write out number 3 again, unchanged.
Entry from the OMol25 dataset: C42H37Br3MnN3O3P as an isolated structure (ωB97M-V with the def2-TZVPD basis set).

ORCA input file:
```
! wB97M-V def2-TZVPD RIJCOSX def2/J DEFGRID3
* xyz 0 2
Mn 0.080 -0.242 0.123
O 0.863 -0.925 3.000
N -0.322 -0.630 2.380
C -1.271 -0.847 3.195
C -2.688 -0.648 2.981
C -3.470 -0.745 4.146
C -4.820 -0.488 4.152
C -5.448 -0.127 2.965
C -4.710 -0.082 1.801
C -3.336 -0.342 1.766
P -2.520 -0.427 0.124
C -3.274 1.021 -0.729
C -3.401 1.018 -2.121
C -3.815 2.151 -2.800
C -4.116 3.314 -2.103
C -3.996 3.333 -0.722
C -3.567 2.202 -0.041
C -3.467 -1.801 -0.667
C -4.783 -1.661 -1.115
C -5.448 -2.728 -1.696
C -4.811 -3.952 -1.849
C -3.505 -4.103 -1.412
C -2.841 -3.038 -0.822
H 1.501 -0.952 2.271
H -0.975 -1.179 4.190
H -2.974 -1.023 5.068
H -5.389 -0.561 5.069
H -6.505 0.102 2.950
H -5.218 0.176 0.883
H -3.196 0.112 -2.673
H -3.908 2.124 -3.878
H -4.447 4.197 -2.634
H -4.242 4.231 -0.169
H -3.477 2.228 1.038
H -5.294 -0.711 -1.041
H -6.467 -2.599 -2.037
H -5.330 -4.779 -2.317
H -2.991 -5.047 -1.536
H -1.817 -3.158 -0.493
C -0.931 3.279 1.945
C 0.545 3.018 2.032
C 1.363 3.832 2.841
C 2.713 3.630 2.879
C 3.285 2.617 2.084
C 4.664 2.336 1.990
Br 5.921 3.358 2.991
C 5.131 1.349 1.164
C 4.239 0.585 0.414
Br 4.885 -0.780 -0.734
C 2.853 0.761 0.467
O 2.039 0.042 -0.221
C 2.384 1.828 1.322
N 1.048 2.034 1.319
H -1.236 4.043 2.659
H -1.492 2.367 2.136
H -1.188 3.622 0.940
H 0.910 4.621 3.427
H 3.348 4.248 3.500
H 6.193 1.159 1.090
Br -2.226 -2.111 -5.427
C -0.903 -1.122 -4.493
C 0.040 -0.373 -5.174
C 0.964 0.325 -4.411
C 0.886 0.260 -3.030
N -0.044 -0.444 -2.384
C -0.907 -1.144 -3.110
H 0.062 -0.356 -6.255
H 1.735 0.917 -4.885
H 1.609 0.767 -2.402
H -1.620 -1.757 -2.576
C -0.094 4.321 -0.892
C 0.255 2.949 -1.441
O -0.442 1.911 -0.759
H 0.465 5.094 -1.420
H 0.155 4.379 0.168
H -1.162 4.516 -1.018
H 1.318 2.743 -1.305
H 0.028 2.903 -2.513
H -1.379 2.129 -0.747
C 0.929 -5.059 -0.273
C 1.514 -4.131 -1.123
C 1.302 -2.770 -0.933
C 0.482 -2.276 0.091
C -0.063 -3.239 0.952
C 0.153 -4.605 0.780
H 1.090 -6.121 -0.419
H 2.146 -4.467 -1.939
H 1.803 -2.080 -1.600
H -0.700 -2.939 1.776
H -0.303 -5.310 1.468
*
```

As for the electronic energy: -11226.9762 hartree. The value obtained for the gap between HOMO and LUMO (spin up / spin down) is 6.62 / 6.58 eV. The LUMO energy (spin up / spin down) comes out at -0.292 / -0.299 eV. The relative energy (zero: lowest compared OMol25 entry of this formula, charge and spin) comes out at 45.5 kcal/mol.



Which of these has the lowest electronic energy?
C42H37Br3MnN3O3P



relative energy (zero: lowest compared OMol25 entry of this formula, charge and spin) of number 3 (C42H37Br3MnN3O3P)?
45.5 kcal/mol